Entry from the Open Molecules 2025 dataset: a cluster of 11 separate species, C51H79Cl9F4O12 in total in a non-equilibrium geometry (ωB97M-V/def2-TZVPD).

HOMO = -9.042 eV
total charge = 0
total energy = -202301.454 eV
lowest unoccupied orbital energy = 0.26 eV
frontier orbital gap = 9.3 eV
SMILES = COCCOCCOC.COCCOCCOC.COCCOCCOC.COCCOCCOC.ClC(Cl)Cl.ClC(Cl)Cl.ClC(Cl)Cl.Fc1ccccc1.Fc1ccccc1.Fc1ccccc1.Fc1ccccc1

Each line ends with the Mulliken charge.
Geometry (Å):
Cl  5.799  3.669  -2.015  -0.13
Cl  3.576  -4.879  -0.598  0.05
Cl  4.474  -7.084  -2.120  -0.13
Cl  4.760  3.417  0.752  -0.07
Cl  6.260  1.232  -0.510  -0.16
Cl  6.456  -5.083  -1.273  -0.15
Cl  2.502  4.097  5.985  -0.16
Cl  3.870  2.091  4.293  0.01
Cl  2.490  4.386  3.044  -0.06
F  0.641  -3.974  1.001  -0.33
F  0.371  -5.123  -3.509  -0.33
F  5.657  -5.053  4.122  -0.36
F  -5.307  -0.134  4.167  -0.36
O  -0.451  5.426  -1.881  -0.33
O  4.158  2.771  -9.648  -0.27
O  -7.500  -4.859  2.469  -0.39
O  0.674  2.783  -2.573  -0.16
O  -1.502  5.261  0.866  -0.08
O  2.660  3.365  -7.193  -0.46
O  -10.053  -3.289  3.162  -0.26
O  3.384  1.059  -5.016  -0.35
O  0.449  0.755  0.546  1.60
O  -4.932  -3.580  1.923  -0.37
O  -2.419  0.254  1.011  0.22
O  2.963  0.040  -0.339  0.99
C  -6.963  -3.725  3.176  -0.52
C  2.669  2.162  -7.948  -0.25
C  3.394  3.786  4.400  -0.26
C  -2.365  0.306  6.273  -0.57
C  -3.630  -0.242  0.430  -0.95
C  -1.969  6.166  -0.162  -0.74
C  2.785  2.540  -9.407  -0.69
C  0.633  1.314  -2.601  -0.80
C  0.691  -3.123  2.050  -0.62
C  -0.143  4.915  -3.177  -0.80
C  2.659  0.130  1.002  0.41
C  -3.489  -0.245  5.706  -0.54
C  0.698  -1.143  3.919  -0.51
C  5.928  -3.772  3.800  0.63
C  5.749  -1.464  4.212  0.18
C  -0.394  -1.317  3.137  -0.18
C  4.293  0.581  -4.117  -0.28
C  6.637  -3.510  2.650  -0.60
C  4.935  -5.946  -0.895  -0.06
C  5.108  2.621  -0.781  1.14
C  5.515  -2.758  4.638  -0.85
C  6.516  -1.169  3.104  -0.69
C  -1.005  -1.763  -1.648  0.64
C  -0.539  1.695  0.881  -1.37
C  -1.841  5.433  -1.442  -0.12
C  -3.694  1.651  4.176  -0.25
C  -1.915  -2.573  -2.278  -0.49
C  -3.523  -3.873  1.844  -0.86
C  -1.902  1.568  5.767  -0.61
C  -1.898  1.382  0.313  -0.85
C  2.355  3.119  -5.793  -0.62
C  -0.324  3.466  -3.289  -0.33
C  -0.091  -3.924  -3.007  0.21
C  -4.158  0.445  4.684  0.43
C  -5.412  -3.778  3.219  -0.19
C  -11.032  -2.438  2.589  -0.72
C  4.430  3.033  -10.972  -0.74
C  3.503  2.489  -4.985  -0.02
C  6.968  -2.235  2.311  -0.31
C  -8.775  -5.264  2.893  -0.78
C  -2.557  2.193  4.729  0.04
C  1.836  -2.977  2.818  -0.35
C  -1.472  -3.662  -2.992  -0.93
C  -0.367  -2.249  2.118  0.22
C  -1.297  5.884  2.109  -0.64
C  0.839  -3.061  -2.438  -1.22
C  -9.932  -4.431  2.383  -0.51
C  3.765  -1.086  -0.690  -0.08
C  0.331  -2.007  -1.699  0.91
C  1.810  -1.998  3.803  -0.17
C  1.628  1.208  1.239  -1.61
H  -10.944  -2.349  1.494  0.31
H  4.059  4.012  -11.297  0.28
H  -1.355  -0.959  -1.067  -0.61
H  -1.286  5.110  2.833  -0.05
H  -3.042  6.437  -0.028  0.36
H  3.566  0.311  1.633  0.24
H  -4.181  2.085  3.293  0.30
H  -2.502  2.298  0.434  0.52
H  -8.825  -5.112  3.959  0.42
H  -0.422  6.494  2.066  0.34
H  2.735  -3.576  2.577  0.43
H  -9.727  -4.115  1.334  0.36
H  -7.433  -3.617  4.148  0.46
H  -10.851  -4.990  2.518  0.48
H  -8.922  -6.305  2.566  0.36
H  -0.633  1.792  1.991  0.08
H  5.554  3.070  -10.980  0.22
H  6.675  -0.141  2.829  0.47
H  -2.869  -3.168  2.336  0.32
H  1.897  -3.230  -2.429  0.62
H  -0.352  0.967  -2.340  0.35
H  4.062  2.268  -11.634  0.32
H  -0.802  5.408  -3.898  0.41
H  2.643  -1.760  4.511  0.13
H  1.922  2.211  1.056  0.22
H  -1.105  -2.286  1.336  0.51
H  -12.033  -2.851  2.747  0.29
H  3.597  1.669  -7.667  0.20
H  5.195  -0.684  4.782  0.26
H  -1.314  7.039  -0.159  0.37
H  4.285  4.376  4.342  0.43
H  -2.077  -4.411  -3.497  0.41
H  -2.440  6.015  -2.182  0.30
H  2.281  3.471  -9.652  0.33
H  -1.865  -0.270  7.026  0.43
H  -3.452  -0.413  -0.613  0.37
H  -3.372  -4.888  2.229  0.50
H  1.052  0.946  -3.573  0.54
H  -3.861  -1.134  1.029  0.12
H  -5.071  -2.985  3.902  0.04
H  -2.214  4.423  -1.364  0.12
H  -1.263  -0.721  3.206  0.50
H  1.514  2.453  -5.645  0.30
H  5.090  -6.467  0.041  0.29
H  -0.310  3.220  -4.383  0.27
H  4.119  -0.493  -3.972  0.29
H  4.163  2.183  -1.191  -0.87
H  4.493  2.784  -5.347  0.54
H  0.923  5.085  -3.392  0.24
H  -5.003  -4.733  3.591  0.34
H  -7.285  -2.872  2.561  0.21
H  4.193  0.982  -3.089  -0.23
H  3.332  -2.067  -0.450  -0.33
H  -10.868  -1.477  3.083  0.24
H  2.446  1.717  -9.988  0.44
H  -3.911  -1.135  6.102  0.51
H  4.863  -2.945  5.455  0.47
H  -0.243  2.662  0.516  0.63
H  4.711  -1.021  -0.108  0.01
H  7.447  -2.127  1.342  0.38
H  1.004  -1.390  -1.123  0.33
H  3.408  2.859  -3.952  0.03
H  -1.353  3.258  -2.954  0.38
H  -2.129  6.516  2.375  0.38
H  -1.777  1.125  -0.754  0.01
H  1.506  1.051  2.285  0.48
H  5.333  0.662  -4.479  0.38
H  -2.981  -2.439  -2.177  0.42
H  3.956  -0.955  -1.759  0.00
H  -0.959  2.027  6.140  0.42
H  -4.411  0.525  0.531  0.28
H  -3.288  -3.818  0.786  0.28
H  1.229  1.070  -1.690  -0.17
H  2.116  4.074  -5.410  0.28
H  2.086  -0.763  1.338  -0.73
H  -2.121  3.139  4.353  0.20
H  6.880  -4.293  1.958  0.45
H  0.791  -0.302  4.642  0.37
H  1.754  1.567  -7.750  0.33